1.
The following is a quantum chemistry calculation of a structure of composition C38H42BrN6O2RhS at a distorted geometry, from OMol25.

Structure (ORCA input):
```
! RIJCOSX wB97M-V def2-TZVPD def2/J DEFGRID3
* xyz 2 1
Rh -0.36 0.13 0.77
C 5.26 -0.47 0.35
C 4.04 -0.20 1.18
C 4.13 0.17 2.52
C 2.99 0.40 3.27
C 1.78 0.25 2.63
Br 0.11 0.45 3.49
N 1.66 -0.07 1.35
C 2.77 -0.30 0.64
H 6.08 -0.83 0.96
H 5.60 0.45 -0.14
H 5.06 -1.22 -0.42
H 5.10 0.28 2.99
H 3.03 0.67 4.32
H 2.62 -0.59 -0.39
N -0.31 0.06 -1.30
C -1.66 -0.33 -1.83
C -1.99 0.15 -3.23
C -1.30 -0.53 -4.44
C -0.14 0.20 -5.09
N 1.13 0.01 -4.37
C 1.82 0.91 -3.71
N 1.36 2.14 -3.52
N 2.98 0.56 -3.13
C -2.68 0.20 -0.79
O -3.71 0.73 -1.12
O -2.30 -0.06 0.43
H -0.05 0.99 -1.63
H 0.41 -0.62 -1.52
H -1.71 -1.42 -1.78
H -1.88 1.23 -3.28
H -3.07 -0.02 -3.32
H -2.05 -0.64 -5.23
H -0.99 -1.55 -4.19
H -0.37 1.26 -5.13
H 0.02 -0.12 -6.11
H 1.53 -0.92 -4.44
H 0.52 2.46 -3.95
H 1.88 2.81 -2.97
H 3.45 -0.29 -3.40
H 3.55 1.27 -2.70
C -2.77 6.42 2.77
C -3.71 5.44 2.48
C -3.31 4.20 2.01
C -1.95 3.93 1.80
C -1.01 4.92 2.11
C -1.42 6.15 2.59
C -1.60 2.58 1.30
C -0.47 2.16 0.71
C 0.48 3.08 0.05
C -0.04 4.11 -0.75
C 0.79 5.03 -1.37
C 2.17 4.94 -1.24
C 2.71 3.91 -0.47
C 1.87 3.00 0.16
H -3.09 7.38 3.15
H -4.77 5.64 2.63
H -4.04 3.44 1.78
H 0.04 4.71 2.01
H -0.68 6.90 2.84
H -2.37 1.84 1.51
H -1.11 4.19 -0.85
H 0.35 5.84 -1.94
H 2.82 5.67 -1.71
H 3.78 3.86 -0.32
H 2.31 2.26 0.82
N -0.26 -2.13 0.56
S -1.54 -3.03 0.94
C -1.31 -3.72 2.57
C -2.22 -4.66 3.02
C -2.07 -5.19 4.29
C -1.03 -4.77 5.11
C -0.13 -3.81 4.65
C -0.27 -3.28 3.37
C -1.46 -4.52 -0.03
C -0.43 -5.44 0.15
C -0.38 -6.55 -0.68
C -1.36 -6.74 -1.65
C -2.38 -5.82 -1.81
C -2.43 -4.69 -1.00
H 0.60 -2.60 0.83
H -3.04 -4.99 2.39
H -2.77 -5.93 4.65
H -0.91 -5.18 6.10
H 0.68 -3.48 5.29
H 0.42 -2.53 3.01
H 0.30 -5.31 0.93
H 0.40 -7.29 -0.55
H -1.32 -7.62 -2.29
H -3.15 -5.98 -2.56
H -3.23 -3.97 -1.10
*
```

Its HOMO energy is -11.8827 eV. The energy above the lowest of the compared OMol25 structures with the same formula, charge and spin is 17.6 kcal per mole.

List of Löwdin charges in e, atom by atom: Rh 0.95; C -0.03; C -0.23; C 0.02; C -0.04; C -0.69; Br 0.99; N -0.11; C -0.09; H 0.09; H 0.09; H 0.08; H 0.14; H 0.13; H 0.11; N 0.03; C -0.24; C -0.12; C -0.15; C -0.14; N 0.10; C -0.45; N 0.25; N 0.21; C -0.59; O 0.13; O -0.21; H 0.09; H 0.09; H 0.14; H 0.13; H 0.13; H 0.12; H 0.12; H 0.12; H 0.14; H 0.17; H 0.12; H 0.11; H 0.13; H 0.13; C -0.07; C -0.07; C -0.03; C -0.22; C -0.04; C -0.07; C -0.10; C -0.23; C -0.26; C -0.05; C -0.07; C -0.09; C -0.09; C -0.05; H 0.11; H 0.11; H 0.12; H 0.11; H 0.11; H 0.09; H 0.13; H 0.11; H 0.11; H 0.11; H 0.08; N -0.39; S 1.07; C -0.40; C -0.07; C -0.05; C -0.05; C -0.06; C -0.11; C -0.41; C -0.07; C -0.05; C -0.05; C -0.06; C -0.09; H 0.01; H 0.12; H 0.12; H 0.12; H 0.11; H 0.06; H 0.12; H 0.12; H 0.12; H 0.12; H 0.11

2.
The following is a quantum chemistry calculation of a cluster of 2 separate species, C5H10O7 in total at a distorted geometry, from OMol25.

Structure (ORCA input):
```
! RIJCOSX wB97M-V def2-TZVPD def2/J DEFGRID3
* xyz 0 1
C -0.56 -1.71 -0.71
C -0.90 -0.23 -0.73
O -1.45 0.06 -2.02
C -1.98 0.06 0.35
O -2.38 1.40 0.13
C 0.29 0.71 -0.44
C 1.59 0.56 -1.22
O 2.16 -0.47 -1.47
O 0.79 0.56 0.87
O 2.18 1.02 0.72
H -0.14 -2.02 0.26
H -1.50 -2.27 -0.85
H 0.15 -1.97 -1.51
H -1.87 0.94 -1.93
H -1.55 -0.06 1.35
H -2.82 -0.65 0.23
H -2.93 1.69 0.88
H -0.05 1.75 -0.53
H 1.89 1.62 -1.46
H 2.16 1.84 1.30
O 3.99 -1.29 3.65
O 2.91 -1.53 3.11
*
```

As for the SMILES: C[C@@](O)(CO)[C@H](C=O)OO.O=O. Its HOMO energy (spin up / spin down) is -9.4873 / -9.4874 eV. The energy above the lowest of the compared OMol25 structures with the same formula, charge and spin is 10.3 kcal per mole.

List of Löwdin charges in e, atom by atom: C 0.00; C -0.49; O 0.02; C -0.18; O -0.06; C -0.25; C -0.24; O 0.09; O -0.06; O -0.02; H 0.10; H 0.09; H 0.09; H 0.10; H 0.13; H 0.13; H 0.11; H 0.15; H 0.13; H 0.15; O 0.00; O 0.00

3.
The following is a quantum chemistry calculation of the ion C4H13N3 with charge +2 at a distorted geometry, from OMol25.

Structure (ORCA input):
```
! RIJCOSX wB97M-V def2-TZVPD def2/J DEFGRID3
* xyz 2 1
N 0.80 -1.73 -0.89
C 0.49 -0.43 -0.68
C -0.09 0.40 -1.56
N -0.14 -0.18 -2.96
C 0.65 0.05 0.76
C -0.70 0.11 1.51
N -0.53 1.19 2.76
H 1.07 -2.35 -1.76
H 1.10 -2.26 0.04
H -0.63 1.29 -1.38
H 0.72 0.22 -3.42
H -0.12 -1.16 -3.00
H -0.93 0.28 -3.39
H 1.41 -0.46 1.42
H 1.09 1.12 0.48
H -1.68 0.39 1.02
H -0.80 -0.92 2.00
H -1.52 1.69 2.89
H 0.15 1.92 2.43
H -0.35 0.83 3.73
*
```

As for the SMILES: N/C(=C\[NH3+])CC[NH3+]. Its HOMO energy is -16.5772 eV. The energy above the lowest of the compared OMol25 structures with the same formula, charge and spin is 63.5 kcal per mole.

List of Löwdin charges in e, atom by atom: N 0.11; C -0.39; C -0.05; N 0.22; C -0.15; C -0.07; N 0.16; H 0.18; H 0.18; H 0.12; H 0.21; H 0.12; H 0.17; H 0.15; H 0.17; H 0.15; H 0.15; H 0.22; H 0.16; H 0.18

4.
The following is a quantum chemistry calculation of a cluster of 2 separate species, C4H11NO in total at a distorted geometry, from OMol25.

Structure (ORCA input):
```
! RIJCOSX wB97M-V def2-TZVPD def2/J DEFGRID3
* xyz 0 1
C 0.59 1.85 1.17
C 0.77 0.43 1.11
N -0.31 -0.34 1.25
O 1.85 -0.07 0.95
H 1.48 2.29 0.69
H 0.71 2.20 2.14
H -0.24 2.36 0.64
H -0.31 -1.36 0.87
H -1.22 0.13 1.08
C -1.04 -1.63 -2.12
C -1.27 -0.16 -1.85
H -1.71 -2.19 -1.41
H -1.32 -1.86 -3.15
H -0.12 -1.99 -1.80
H -0.38 0.35 -1.86
H -2.00 0.19 -2.58
H -1.76 -0.12 -0.85
*
```

As for the SMILES: CC(N)=O.CC. Its HOMO energy is -9.7812 eV. The energy above the lowest of the compared OMol25 structures with the same formula, charge and spin is 23.4 kcal per mole.

List of Löwdin charges in e, atom by atom: C -0.02; C -0.69; N 0.13; O 0.05; H 0.10; H 0.06; H 0.10; H 0.16; H 0.09; C -0.16; C -0.17; H 0.08; H 0.07; H 0.03; H 0.04; H 0.07; H 0.05

5.
The following is a quantum chemistry calculation of the ion C9H8N3 with charge +1 at a distorted geometry, from OMol25.

Structure (ORCA input):
```
! RIJCOSX wB97M-V def2-TZVPD def2/J DEFGRID3
* xyz 1 1
N -2.15 -1.05 0.73
C -2.10 -0.66 -0.35
C -1.55 0.18 -1.30
C -1.56 1.31 -1.99
C -0.23 0.54 -2.01
C 0.96 1.06 -1.45
C 1.50 0.95 -0.25
N 1.01 0.06 0.74
C 0.93 -1.32 0.50
C 0.28 -1.76 1.59
N 0.06 -0.79 2.47
C 0.43 0.40 1.89
H -2.22 2.03 -2.38
H -0.20 0.15 -2.99
H 1.47 1.70 -2.13
H 2.41 1.48 -0.17
H 1.13 -1.91 -0.39
H 0.20 -2.80 1.94
H -0.57 -0.90 3.26
H 0.17 1.33 2.29
*
```

As for the SMILES: N#CC1=C[C@H]1/C=C\n1cc[nH+]c1. Its HOMO energy is -13.5222 eV. The energy above the lowest of the compared OMol25 structures with the same formula, charge and spin is 86.1 kcal per mole.

List of Löwdin charges in e, atom by atom: N 0.20; C -0.12; C -0.13; C 0.14; C -0.18; C -0.04; C -0.02; N -0.01; C 0.02; C -0.12; N 0.12; C 0.03; H 0.11; H 0.12; H 0.13; H 0.12; H 0.15; H 0.16; H 0.18; H 0.15

6.
The following is a quantum chemistry calculation of a structure of composition C18H16BrN5Pd, from OMol25.

Structure (ORCA input):
```
! RIJCOSX wB97M-V def2-TZVPD def2/J DEFGRID3
* xyz 4 5
Pd 0.43 -0.18 0.21
C -4.62 0.36 3.07
C -3.68 -0.69 2.77
C -2.61 -0.43 1.97
C -2.45 0.88 1.44
C -3.40 1.92 1.74
C -4.46 1.66 2.55
N -1.35 1.12 0.61
N -1.35 2.25 0.04
C -0.31 2.53 -0.80
C -0.34 3.76 -1.45
C 0.69 4.07 -2.35
C 1.68 3.14 -2.56
C 1.64 1.91 -1.85
N 0.69 1.61 -1.00
H -5.46 0.13 3.71
H -3.84 -1.67 3.19
H -1.90 -1.21 1.72
H -3.24 2.91 1.33
H -5.17 2.43 2.79
H -1.15 4.44 -1.25
H 0.70 5.02 -2.87
H 2.49 3.32 -3.25
H 2.42 1.18 -2.01
Br 4.75 -2.82 3.51
C 4.18 -2.40 1.85
C 4.95 -2.75 0.72
C 4.45 -2.39 -0.51
C 3.23 -1.71 -0.58
N 2.49 -1.36 0.50
C 2.94 -1.70 1.70
H 5.89 -3.27 0.82
H 4.98 -2.63 -1.42
H 2.82 -1.45 -1.54
H 2.36 -1.43 2.57
C -1.62 -3.05 -2.89
C -0.98 -2.18 -1.93
N -0.47 -1.49 -1.17
H -1.82 -2.51 -3.81
H -2.57 -3.42 -2.49
H -0.98 -3.91 -3.11
*
```

Its HOMO energy (spin up / spin down) is -21.3207 / -21.8598 eV.

List of Löwdin charges in e, atom by atom: Pd 1.07; C 0.13; C 0.05; C 0.01; C -0.15; C 0.08; C 0.04; N 0.00; N 0.15; C -0.29; C 0.11; C 0.05; C 0.06; C -0.04; N 0.01; H 0.16; H 0.15; H 0.11; H 0.13; H 0.15; H 0.15; H 0.15; H 0.15; H 0.13; Br 1.28; C -0.61; C 0.00; C 0.04; C -0.03; N -0.01; C -0.10; H 0.15; H 0.15; H 0.13; H 0.13; C 0.01; C -0.15; N 0.07; H 0.12; H 0.12; H 0.12

Table of calculated total energy (eV), in record order: -136996.3571 -19671.0108 -8810.8241 -7863.5386 -13921.9794 -99851.0607